Entry 1:
DFT (ωB97M-V with the def2-TZVPD basis set) results for 2 unconnected molecules or ions with the total composition C3H7ClSi in a non-equilibrium geometry.

```
12
Properties=species:S:1:pos:R:3:nbo_charge:R:1
C -1.18 0.12 0.80 -0.450
C -1.01 -0.37 1.91 -0.206
C 1.99 -0.47 -0.01 -0.579
Si -1.64 0.59 -0.99 0.851
Cl 1.89 1.33 -0.23 -0.100
H 2.94 -0.84 0.45 0.228
H -0.75 -0.87 2.77 0.225
H 1.02 -0.61 0.46 0.243
H 1.84 -0.93 -1.03 0.212
H -2.91 -0.21 -1.02 -0.127
H -0.57 0.24 -1.86 -0.159
H -1.63 2.04 -1.26 -0.137
```

Structure (SMILES)   C#C[SiH3].CCl
HOMO-LUMO gap   11.169 eV
Total charge   0
Multiplicity   1
Energy above the lowest of the compared OMol25 structures with the same formula, charge and spin   2.9308 eV

---

Entry 2:
DFT (ωB97M-V with the def2-TZVPD basis set) results for a molecular structure, C3H7CrO2 in a non-equilibrium geometry.

```
13
Properties=species:S:1:pos:R:3:nbo_charge:R:1
C -0.28 1.67 -0.17 -0.254
O -1.43 0.93 0.27 -0.461
C -1.35 -0.36 0.43 0.344
C -0.89 -1.29 -0.47 -0.853
H 0.61 1.10 0.19 0.157
H -0.38 2.70 0.21 0.244
H -0.19 1.81 -1.25 0.207
H -1.69 -0.66 1.42 0.215
H -0.74 -1.04 -1.52 0.272
H -1.12 -2.33 -0.21 0.272
Cr 1.24 -1.47 0.12 1.408
O 2.83 -0.86 0.69 -1.047
H 3.38 -0.19 0.29 0.496
```

HOMO-LUMO gap (alpha / beta)   8.611 / 9.941 eV
Total charge   +1
Multiplicity   5
⟨S²⟩   6.035
Energy above the lowest of the compared OMol25 structures with the same formula, charge and spin   0.0000 eV

---

Entry 3:
DFT (ωB97M-V with the def2-TZVPD basis set) results for 2 unconnected molecules or ions with the total composition C3H7FINO in a non-equilibrium geometry.

```
14
Properties=species:S:1:pos:R:3:nbo_charge:R:1
C -1.88 -0.48 1.15 -0.450
C 2.00 0.56 -1.36 -0.277
C 0.09 0.24 -0.01 0.504
N -1.28 0.22 -0.02 -0.663
O 0.64 0.87 -1.06 -0.552
F 0.68 -1.63 -0.02 -0.610
I 1.14 0.54 1.90 0.353
H -1.24 -1.38 1.37 0.243
H -2.10 0.10 2.09 0.203
H -2.89 -0.95 0.94 0.215
H 2.23 1.12 -2.31 0.205
H 2.01 -0.55 -1.42 0.236
H 2.51 0.91 -0.43 0.185
H -1.91 0.43 -0.83 0.407
```

HOMO-LUMO gap (alpha / beta)   6.960 / 6.308 eV
Total charge   0
Multiplicity   3
⟨S²⟩   2.015
Energy above the lowest of the compared OMol25 structures with the same formula, charge and spin   0.0000 eV

---

Entry 4:
DFT (ωB97M-V with the def2-TZVPD basis set) results for 2 unconnected molecules or ions with the total composition C3H7FN2O in a non-equilibrium geometry.

```
14
Properties=species:S:1:pos:R:3:nbo_charge:R:1
C -0.04 -0.67 -0.29 0.544
C 2.41 -0.17 0.19 -0.640
C 1.10 0.29 -0.44 0.058
N -3.10 0.04 0.38 -0.580
N -2.28 0.53 -0.55 -0.435
O -0.05 -1.85 -0.22 -0.503
F 0.73 1.51 0.11 -0.360
H 2.82 -0.99 -0.40 0.227
H 2.25 -0.52 1.21 0.221
H 3.12 0.66 0.21 0.229
H 1.22 0.48 -1.52 0.200
H -3.43 -0.89 0.15 0.367
H -2.95 0.21 1.37 0.351
H -1.81 1.37 -0.20 0.322
```

HOMO-LUMO gap (alpha / beta)   8.334 / 7.979 eV
Total charge   0
Multiplicity   1
Energy above the lowest of the compared OMol25 structures with the same formula, charge and spin   3.2841 eV

---

Entry 5:
DFT (ωB97M-V with the def2-TZVPD basis set) results for a molecular structure, C3H7FNOPt in a non-equilibrium geometry.

```
14
Properties=species:S:1:pos:R:3:nbo_charge:R:1
Pt 4.14 8.84 -15.99 0.998
F 4.51 7.93 -12.45 0.002
C 3.65 6.97 -5.99 0.522
O 4.65 6.78 -5.26 -0.611
N 2.38 6.90 -5.48 -0.426
C 1.36 7.62 -6.37 -0.419
C 2.06 6.74 -4.08 -0.437
H 3.63 7.34 -7.03 0.116
H 0.39 7.12 -6.36 0.206
H 1.70 7.61 -7.41 0.197
H 1.10 8.66 -6.19 0.198
H 1.19 6.12 -3.85 0.209
H 2.86 6.24 -3.54 0.245
H 1.96 7.65 -3.48 0.201
```

HOMO-LUMO gap (alpha / beta)   1.756 / 1.573 eV
Total charge   +1
Multiplicity   3
⟨S²⟩   2.003

---

Entry 6:
DFT (ωB97M-V with the def2-TZVPD basis set) results for a molecular structure, C3H7FO2Yb in a non-equilibrium geometry.

```
14
Properties=species:S:1:pos:R:3:nbo_charge:R:1
O 1.11 -1.13 -0.82 -0.483
Yb -0.89 -0.30 -0.29 2.594
F -2.89 -0.09 -0.34 -0.750
C 0.69 2.27 1.19 -0.284
O 0.86 0.98 0.60 -0.665
C 2.17 0.73 0.09 -0.122
C 2.31 -0.73 -0.27 -0.144
H 0.33 2.11 2.22 0.237
H 1.65 2.80 1.21 0.244
H -0.05 2.84 0.62 0.218
H 2.42 -1.41 0.62 0.346
H 2.91 1.04 0.84 0.255
H 2.49 1.20 -0.88 0.250
H 3.20 -0.97 -0.89 0.304
```

HOMO-LUMO gap (alpha / beta)   9.885 / 7.265 eV
Total charge   +2
Multiplicity   3
⟨S²⟩   2.006

---

Entry 7:
DFT (ωB97M-V with the def2-TZVPD basis set) results for 3 unconnected molecules or ions with the total composition C3H7I2N2O in a non-equilibrium geometry.

```
15
Properties=species:S:1:pos:R:3:nbo_charge:R:1
C 2.62 -0.48 -2.20 0.894
C -1.55 -0.37 -0.81 -0.367
C -0.58 -1.11 -0.32 -0.057
N 2.72 -0.81 -3.32 -0.684
N 0.39 -0.57 0.64 -0.748
O 2.35 -0.17 -1.11 -0.623
I -0.17 -3.11 -0.85 0.251
I -0.85 1.96 3.12 -0.138
H -2.24 -0.74 -1.54 0.255
H -1.69 0.66 -0.50 0.229
H -1.02 3.33 3.84 0.150
H 3.34 -1.11 -4.05 0.460
H 1.31 -0.45 0.13 0.486
H 0.52 -1.20 1.44 0.446
H 0.07 0.35 0.99 0.443
```

HOMO-LUMO gap   10.164 eV
Total charge   +1
Multiplicity   1
Energy above the lowest of the compared OMol25 structures with the same formula, charge and spin   0.7018 eV

---

Entry 8:
DFT (ωB97M-V with the def2-TZVPD basis set) results for 2 unconnected molecules or ions with the total composition C3H7IN in a non-equilibrium geometry.

```
12
Properties=species:S:1:pos:R:3:nbo_charge:R:1
C 0.11 -1.34 -0.12 -0.295
C -0.77 -0.53 0.67 0.039
C 1.11 1.08 -0.04 -0.433
N 0.09 0.10 -0.31 -0.420
I -3.74 0.07 -0.01 0.016
H 0.98 -1.80 0.47 0.280
H -0.18 -2.07 -1.02 0.308
H -1.00 -0.12 1.65 0.283
H 1.77 1.20 -0.90 0.260
H 0.65 2.11 -0.09 0.251
H 1.38 0.81 0.99 0.237
H -0.41 0.47 -1.27 0.475
```

HOMO-LUMO gap (alpha / beta)   6.362 / 6.362 eV
Total charge   +1
Multiplicity   1
Energy above the lowest of the compared OMol25 structures with the same formula, charge and spin   5.2340 eV

---

Entry 9:
DFT (ωB97M-V with the def2-TZVPD basis set) results for 2 unconnected molecules or ions with the total composition C3H7IN2 in a non-equilibrium geometry.

```
13
Properties=species:S:1:pos:R:3:nbo_charge:R:1
C 2.24 0.08 0.18 -0.507
C 1.19 0.69 -0.42 -0.204
C -0.90 -1.19 0.53 -0.461
N -1.66 0.51 -0.78 -0.585
N -0.71 -0.42 -0.70 -0.141
I 1.07 2.69 -0.74 0.156
H 3.14 0.69 0.41 0.204
H 2.23 -0.89 0.40 0.202
H -0.09 -2.00 0.72 0.220
H -0.97 -0.62 1.46 0.185
H -1.95 -1.69 0.37 0.217
H -1.65 1.16 -1.51 0.379
H -1.92 0.98 0.09 0.334
```

HOMO-LUMO gap (alpha / beta)   8.091 / 8.089 eV
Total charge   0
Multiplicity   1
Energy above the lowest of the compared OMol25 structures with the same formula, charge and spin   4.8482 eV

---

Entry 10:
DFT (ωB97M-V with the def2-TZVPD basis set) results for a molecular structure, C3H7IN2OS in a non-equilibrium geometry.

```
15
Properties=species:S:1:pos:R:3:nbo_charge:R:1
C 0.92 -0.52 -0.58 -0.221
C -0.02 0.03 0.60 -0.107
C 0.62 1.13 1.45 -0.606
N 0.09 -1.48 -1.17 -0.883
N -1.09 0.43 -0.25 -0.585
O -1.52 -0.15 -2.63 -0.935
S -1.47 -0.85 -1.39 1.563
I -3.28 0.52 0.96 0.099
H 1.17 0.44 -1.24 0.189
H 1.79 -0.90 -0.07 0.218
H -0.30 -0.77 1.26 0.198
H -0.05 1.73 1.95 0.226
H 1.21 1.75 0.84 0.212
H 1.32 0.63 2.24 0.211
H 0.61 -1.99 -1.98 0.420
```

HOMO-LUMO gap (alpha / beta)   7.570 / 7.571 eV
Total charge   0
Multiplicity   1
Energy above the lowest of the compared OMol25 structures with the same formula, charge and spin   0.0000 eV

---

Entry 11:
DFT (ωB97M-V with the def2-TZVPD basis set) results for a gas-phase ion, C3H7IN3 (charge +1) in a non-equilibrium geometry.

```
14
Properties=species:S:1:pos:R:3:nbo_charge:R:1
C 0.87 1.68 -0.09 0.180
C -1.20 0.69 -0.22 -0.105
C -0.30 -1.56 -0.10 -0.452
N -0.37 1.85 -0.29 -0.340
N 1.44 0.71 0.63 -0.437
N -0.56 -0.35 0.55 -0.348
I 3.01 -0.43 0.13 0.606
H 1.69 2.30 -0.37 0.265
H -2.05 1.11 0.31 0.272
H -1.27 0.23 -1.16 0.223
H -1.15 -1.98 -0.53 0.245
H 0.51 -1.47 -0.94 0.219
H -0.04 -2.30 0.53 0.234
H -0.59 -0.47 1.55 0.439
```

HOMO-LUMO gap (alpha / beta)   7.133 / 7.086 eV
Total charge   +1
Multiplicity   1
Energy above the lowest of the compared OMol25 structures with the same formula, charge and spin   4.6156 eV

---

Entry 12:
DFT (ωB97M-V with the def2-TZVPD basis set) results for 2 unconnected molecules or ions with the total composition C3H7INO in a non-equilibrium geometry.

```
13
Properties=species:S:1:pos:R:3:nbo_charge:R:1
C -0.87 -0.97 0.36 0.056
C 1.59 0.28 -0.27 0.134
C -1.66 0.11 0.48 -0.450
N 0.69 1.11 -0.71 -0.655
O 0.41 -0.94 0.82 -0.648
I -3.51 0.36 -0.52 0.261
H -0.94 -1.93 -0.27 0.213
H 1.95 -0.50 -0.84 0.218
H 2.04 0.63 0.63 0.223
H 0.78 -1.84 0.84 0.523
H -1.37 0.95 1.21 0.241
H 0.47 0.91 -1.67 0.441
H 0.42 1.81 -0.06 0.442
```

HOMO-LUMO gap   8.720 eV
Total charge   +1
Multiplicity   1
Energy above the lowest of the compared OMol25 structures with the same formula, charge and spin   2.0296 eV